C33H44N4P2Sn | ωB97M-V/def2-TZVPD

The geometry in ORCA input format:
```
! wB97M-V def2-TZVPD RIJCOSX def2/J DEFGRID3
* xyz 0 1
Sn -0.22015 -2.62648 2.00194
C -0.63349 3.52125 3.75828
C -1.49621 3.00014 2.86119
C -1.17139 2.53401 1.43193
C 0.06695 1.58320 1.42590
C 1.33357 2.32670 0.91034
C 1.67940 3.59242 1.18341
C 0.91449 4.61078 2.03772
C 0.68035 4.21549 3.53144
C 1.86507 -2.88942 2.41952
H -0.95713 3.51477 4.79821
H -2.54845 2.80801 3.15777
H -1.00170 3.37713 0.71979
H -2.06096 2.02483 0.98951
H 0.24367 1.16775 2.42674
H -0.21937 0.68781 0.80338
H 2.04633 1.64418 0.38090
H 2.62519 3.99698 0.74407
H -0.07596 4.81364 1.59406
H 1.51505 5.54140 1.97793
H 1.58126 3.74751 4.00545
H 0.54139 5.16606 4.08854
H 2.02510 -2.70798 3.49434
H 2.26296 -2.06895 1.79376
H 2.27040 -3.88562 2.18055
P 1.39527 -1.46947 -2.28344
P -2.17886 -0.89795 -2.33744
N 2.57569 -0.17425 -2.55878
N 2.25180 -2.63417 -3.45081
N -2.08053 0.86888 -2.82986
N -3.72096 -1.28339 -3.13169
C 0.28245 -0.76761 -3.59327
C -1.08417 -1.49016 -3.70723
C 3.71215 -0.06295 -1.73084
C 4.64215 0.76355 -2.36229
C 4.09474 1.13200 -3.63452
C 2.83753 0.54911 -3.73364
C 2.59811 -3.92709 -3.05742
C 2.89403 -4.68574 -4.18053
C 2.76913 -3.82797 -5.31864
C 2.42667 -2.56530 -4.83888
C -1.60580 1.86827 -1.96500
C -1.43599 3.05993 -2.65892
C -1.77381 2.79973 -4.02204
C -2.11292 1.44427 -4.10828
C -4.52490 -0.62033 -4.06753
C -5.53870 -1.48044 -4.48733
C -5.34445 -2.72354 -3.81174
C -4.22629 -2.59224 -3.01113
H 0.73287 -0.76002 -4.60388
H 0.15327 0.28656 -3.28944
H -1.50480 -1.27558 -4.71414
H -0.95443 -2.59162 -3.61801
H 3.73785 -0.57371 -0.78112
H 5.59555 1.07550 -1.95763
H 4.54287 1.74473 -4.40720
H 2.12882 0.61214 -4.55371
H 2.59517 -4.19677 -2.00961
H 3.14462 -5.73799 -4.20868
H 2.87590 -4.09936 -6.36108
H 2.28161 -1.64714 -5.40167
H -1.44557 1.64239 -0.92518
H -1.07764 3.99639 -2.24882
H -1.76532 3.51479 -4.83466
H -2.40241 0.86911 -4.97819
H -4.34298 0.40684 -4.35411
H -6.32559 -1.25565 -5.19589
H -5.96228 -3.60613 -3.90194
H -3.74747 -3.30402 -2.35753
C 0.83111 -1.54686 7.30913
C -0.45238 -1.09471 6.47484
C -1.62118 -1.94915 7.03429
C -0.51644 0.42981 6.74107
C -0.35840 -1.34843 4.98338
C -0.45823 -1.45790 3.75421
H 1.08387 -0.78340 8.06723
H 1.68689 -1.71180 6.64366
H 0.62400 -2.46810 7.89301
H -2.22719 -1.36756 7.74091
H -2.23291 -2.35621 6.22253
H -1.23731 -2.82762 7.59438
H 0.42080 0.87687 6.37832
H -1.32927 0.93205 6.21068
H -0.59213 0.59380 7.81945
*
```

The value obtained for the energy relative to the best compared isomer or geometry (same formula, charge and spin) is 0.0 kcal per mole. The value obtained for the largest force on an atom is 4.31 eV Å⁻¹. The value obtained for the LUMO energy is -0.77 eV.

Atom charges from the Löwdin analysis, given in e for atoms 1 to 6: number 1, Sn, carries 0.902; number 2, C, carries -0.136; number 3, C, carries -0.098; number 4, C, carries -0.212; number 5, C, carries -0.182; number 6, C, carries -0.097


C5H10O2 | ωB97M-V/def2-TZVPD

The geometry in ORCA input format:
```
! wB97M-V def2-TZVPD RIJCOSX def2/J DEFGRID3
* xyz 0 1
C -1.56501 -0.50726 -0.38607
C -0.75564 -0.14578 0.67622
C 0.65165 -0.71296 0.82234
O 0.69595 -2.08018 0.47197
C 1.41065 0.23611 -0.10232
C 0.44909 1.41208 -0.00946
O 0.01823 2.02149 -1.02135
H -1.59016 0.62864 -1.44746
H -2.64533 -0.45383 -0.28557
H -1.20638 -1.25588 -1.08877
H -1.24248 0.24219 1.56633
H 0.97425 -0.57422 1.86526
H 1.61991 -2.36129 0.49613
H 2.44975 0.46676 0.16286
H 1.37454 -0.14117 -1.12920
H 0.40977 1.93611 0.95584
H -1.04880 1.28921 -1.54677
*
```

The value obtained for the energy relative to the best compared isomer or geometry (same formula, charge and spin) is 115.4 kcal per mole. The value obtained for the largest force on an atom is 0.40 eV Å⁻¹. The value obtained for the LUMO energy is 0.73 eV.

Atom charges from the Löwdin analysis, given in e for atoms 1 to 6: number 1, C, carries -0.047; number 2, C, carries -0.178; number 3, C, carries -0.395; number 4, O, carries -0.023; number 5, C, carries -0.094; number 6, C, carries -0.326


C7H15N2O | ωB97M-V/def2-TZVPD

The geometry in ORCA input format:
```
! wB97M-V def2-TZVPD RIJCOSX def2/J DEFGRID3
* xyz 1 1
C 0.30653 -1.63065 1.37695
C 0.72862 -0.94475 0.31601
C 1.44363 -1.89918 -0.63126
C 0.62590 0.59239 0.10830
C 1.73399 1.36186 0.86649
C 0.61014 1.01946 -1.37204
N -0.73435 1.13915 0.56237
C -1.95116 0.70886 0.33208
N -2.44519 -0.30141 -0.33993
O -3.83454 -0.44994 -0.24490
H -0.33058 -1.22842 2.27655
H 0.44464 -2.63652 1.59087
H 0.90887 -2.06080 -1.48141
H 1.76209 -2.76671 -0.21266
H 2.46746 -1.42024 -0.96769
H 1.81129 1.12341 1.86495
H 1.57628 2.47947 0.56496
H 2.61300 0.92639 0.55772
H 1.24574 0.34289 -1.91424
H 1.02918 1.97132 -1.55518
H -0.50079 1.18971 -1.75186
H -0.51779 1.87183 1.20499
H -2.85059 1.30161 0.76046
H -1.84531 -0.76357 -0.99660
H -4.29706 0.07385 -0.91493
*
```

The value obtained for the energy relative to the best compared isomer or geometry (same formula, charge and spin) is 118.5 kcal per mole. The value obtained for the largest force on an atom is 6.24 eV Å⁻¹. The value obtained for the LUMO energy is -3.21 eV.

Atom charges from the Löwdin analysis, given in e for atoms 1 to 6: number 1, C, carries 0.059; number 2, C, carries -0.277; number 3, C, carries -0.045; number 4, C, carries -0.433; number 5, C, carries 0.011; number 6, C, carries -0.014


C6H15N3RuS8 | ωB97M-V/def2-TZVPD

The geometry in ORCA input format:
```
! wB97M-V def2-TZVPD RIJCOSX def2/J DEFGRID3
* xyz -1 2
Ru -0.31020 1.20399 -0.42873
C -0.13397 -0.33414 2.23267
C 1.20156 0.36976 2.00576
N 1.44647 0.40465 0.56057
C 1.80392 -0.92471 0.01925
C 1.32633 -1.08636 -1.41301
N -0.05783 -0.61866 -1.56333
C -1.11892 -1.54088 -1.13296
C -1.27829 -1.55877 0.38558
N -0.98292 -0.24326 1.01665
H -0.65833 0.16517 3.04655
H 0.00033 -1.38380 2.50447
H 2.01832 -0.13420 2.53705
H 1.12829 1.39857 2.35376
H 2.16769 1.08143 0.32470
H 1.34877 -1.67675 0.66155
H 2.88598 -1.07772 0.07155
H 1.43097 -2.13602 -1.71633
H 1.93336 -0.47064 -2.07759
H -0.20579 -0.35763 -2.53810
H -0.92891 -2.55916 -1.49734
H -2.03947 -1.16788 -1.57649
H -0.63689 -2.32214 0.83010
H -2.31293 -1.81634 0.62703
H -1.91445 0.12708 1.34497
S 1.44076 2.63568 -1.33667
S 1.92510 1.93594 -3.18393
S -0.09339 1.54893 -3.90387
S -1.22735 2.27395 -2.40242
S -0.63186 3.18408 0.81498
S -0.95136 2.92466 2.74238
S -3.70184 0.90093 1.25681
S -2.87313 1.25425 -0.56560
*
```

The value obtained for the energy relative to the best compared isomer or geometry (same formula, charge and spin) is 23.0 kcal per mole. The value obtained for the largest force on an atom is 0.08 eV Å⁻¹. The expectation value of S² is 0.76. The value obtained for the LUMO energy (spin up / spin down) is 2.50 / 2.47 eV.

Atom charges from the Löwdin analysis, given in e for atoms 1 to 6: number 1, Ru, carries 0.440; number 2, C, carries -0.209; number 3, C, carries -0.220; number 4, N, carries -0.206; number 5, C, carries -0.169; number 6, C, carries -0.198


C14H10CdClF9O | ωB97M-V/def2-TZVPD

The geometry in ORCA input format:
```
! wB97M-V def2-TZVPD RIJCOSX def2/J DEFGRID3
* xyz -2 1
C -2.32474 -0.94377 -0.10313
C -1.80114 -1.11889 -1.44311
C -1.59862 0.17134 -2.02172
H -1.73046 -2.07380 -1.96250
C -1.96796 1.16424 -1.05246
C -2.39086 0.49359 0.14752
H -2.92138 0.93548 0.96845
H -2.73509 -1.70974 0.53098
H -1.42997 0.35755 -3.07115
H -2.10225 2.21972 -1.25588
Cd -0.07624 -0.73156 0.61037
Cl 0.21489 -3.09598 0.52258
C 2.37092 0.12937 0.26878
C 2.02189 1.37034 -0.37761
C 1.64167 1.09846 -1.69635
H 2.21914 2.35943 0.07576
C 1.77174 -0.29150 -1.92404
C 2.24002 -0.89852 -0.74685
H 2.58112 -1.93548 -0.61928
H 2.90002 0.02053 1.20376
H 1.48087 1.85653 -2.49557
H 1.69280 -0.80509 -2.91009
F 1.39632 -1.92416 4.02206
C 1.32322 -0.60905 4.27201
F 1.49178 -0.45482 5.60503
F 2.42225 -0.03361 3.68248
C -0.01534 0.14769 3.73366
O 0.09972 0.28158 2.40800
C -1.35587 -0.69924 4.16172
F -1.63309 -0.54004 5.47489
F -2.44678 -0.22486 3.47471
F -1.31212 -2.02213 3.94216
C -0.05783 1.79240 4.02819
F -0.09103 2.14634 5.31879
F 1.02255 2.44035 3.45692
F -1.16165 2.34979 3.40832
*
```

The value obtained for the largest force on an atom is 2.59 eV Å⁻¹. The value obtained for the LUMO energy is 5.35 eV.

Atom charges from the Löwdin analysis, given in e for atoms 1 to 6: number 1, C, carries -0.325; number 2, C, carries -0.260; number 3, C, carries -0.214; number 4, H, carries 0.062; number 5, C, carries -0.200; number 6, C, carries -0.236


C5H22O6 | ωB97M-V/def2-TZVPD

The geometry in ORCA input format:
```
! wB97M-V def2-TZVPD RIJCOSX def2/J DEFGRID3
* xyz 0 1
C 8.78257 9.05238 9.49678
O 9.13912 7.83799 8.89593
H 8.62005 9.86994 8.77462
H 7.87128 8.83457 10.09599
H 9.52483 9.44892 10.28598
H 9.58678 8.03225 8.02987
C 4.90642 6.51262 8.08733
O 5.24426 7.60002 7.26416
H 4.39260 5.79596 7.48468
H 5.80935 6.02987 8.55664
H 4.10729 6.81737 8.79545
H 6.15837 7.75839 7.34674
C 9.14058 4.43395 8.36123
O 8.21850 5.47194 7.96545
H 8.71706 3.79770 9.12273
H 9.53647 3.88264 7.48008
H 9.99642 4.84623 8.93242
H 8.34205 6.22304 8.53012
C 5.83668 5.64202 4.50534
O 7.26367 5.62790 4.26729
H 5.63610 5.52859 5.58116
H 5.40390 6.56700 4.12710
H 5.37006 4.76342 3.97334
H 7.55504 4.90405 4.83231
C 8.64242 8.16270 5.91280
O 9.90321 8.44074 6.58282
H 8.78744 7.34464 5.22258
H 7.94434 7.76182 6.65557
H 8.30818 9.00952 5.35565
H 10.61750 7.96788 6.09776
O 11.49562 7.76010 4.60221
H 11.31530 8.13188 3.70975
H 12.35125 8.09055 4.90524
*
```

The value obtained for the energy relative to the best compared isomer or geometry (same formula, charge and spin) is 69.8 kcal per mole. The value obtained for the largest force on an atom is 2.11 eV Å⁻¹. The value obtained for the LUMO energy is 0.29 eV.

Atom charges from the Löwdin analysis, given in e for atoms 1 to 6: number 1, C, carries -0.169; number 2, O, carries -0.182; number 3, H, carries 0.081; number 4, H, carries 0.081; number 5, H, carries 0.092; number 6, H, carries 0.015